{
  "formula": "C5H6O",
  "method": "ωB97M-V/def2-TZVPD",
  "homo_ev": -9.746,
  "relative_energy_kj_mol": 198.01,
  "mol_weight_g_mol": 82.102,
  "charge": 0,
  "smiles": "O=CC=C1CC1",
  "elements": ["C", "C", "C", "C", "C", "O", "H", "H", "H", "H", "H", "H"],
  "xyz": [[0.64719, 1.10616, 1.08575], [-0.24814, 1.60221, -0.04791], [-0.08797, 0.16937, 0.23608], [0.04945, -1.11297, -0.08184], [-0.59172, -1.95686, -1.10495], [-0.12150, -3.03961, -1.38961], [1.72683, 1.07223, 0.99715], [0.79553, -1.66007, 0.48518], [0.28932, 1.31407, 2.09097], [0.20751, 1.96480, -0.96726], [-1.13017, 2.15541, 0.26456], [-1.53633, -1.61474, -1.56812]]
}